75
Properties=species:S:1:pos:R:3:forces:R:3 method="wB97M-V/def2-TZVPD" e_tot_ha=-7261.30511 charge=+3 multiplicity=2
Ce 0.1328 0.1387 -0.1123 -0.20 0.10 -0.17
C -2.6932 1.9249 1.0175 -0.02 0.03 -0.02
C -1.7818 1.9848 2.2256 0.04 0.02 0.04
N -0.3526 1.9385 1.8295 -0.04 -0.08 -0.06
C 0.5118 1.5486 2.9566 -0.01 -0.04 0.07
C 0.3155 0.0815 3.2802 0.06 0.03 0.10
C 0.5884 -0.4208 4.5373 -0.05 -0.03 -0.03
C 0.3504 -1.7683 4.7814 0.00 0.01 -0.03
C -0.1765 -2.5589 3.7737 -0.04 0.04 -0.03
C -0.4211 -1.9886 2.5330 0.00 -0.05 0.05
C -0.9813 -2.8338 1.4109 -0.02 -0.05 -0.02
N -1.3726 -2.0811 0.2004 0.03 0.02 0.04
C -2.8188 -1.7611 0.1285 0.01 -0.05 -0.03
C -3.1569 -0.4962 0.8870 -0.03 0.03 0.07
N -2.5040 0.6708 0.2471 0.08 -0.01 -0.01
N -0.1549 -0.6987 2.2896 0.08 -0.04 -0.13
H -2.4797 2.7628 0.3497 0.00 -0.01 0.01
H -3.7323 2.0311 1.3426 0.01 -0.01 0.01
H -1.9719 1.1417 2.8891 -0.02 0.00 -0.01
H -1.9960 2.8869 2.8046 -0.01 0.00 -0.03
H -0.0886 2.8723 1.5296 0.00 0.00 0.02
H 0.3080 2.1355 3.8576 0.01 0.02 -0.03
H 1.5540 1.7386 2.6828 0.00 -0.03 -0.01
H 0.9604 0.2285 5.3180 0.00 0.01 0.01
H 0.5503 -2.1900 5.7575 0.00 0.00 0.01
H -0.4057 -3.6019 3.9476 -0.01 -0.01 0.01
H -1.8268 -3.4129 1.7963 0.01 0.01 0.00
H -0.2206 -3.5647 1.1261 0.00 0.01 0.01
H -1.1638 -2.6817 -0.5905 -0.01 0.01 0.00
H -3.4231 -2.5930 0.5009 0.00 0.02 0.02
H -3.0745 -1.6367 -0.9279 -0.01 0.01 0.01
H -2.8083 -0.5690 1.9174 0.00 -0.02 -0.02
H -4.2418 -0.3610 0.9268 0.01 -0.02 -0.03
H -2.9857 0.8029 -0.6398 -0.01 0.00 0.01
Br 0.3988 -3.1910 -6.6062 0.00 0.00 0.00
C 0.3634 -2.3149 -4.9675 0.00 0.03 0.08
C -0.2551 -1.0798 -4.8298 0.00 -0.02 0.01
C -0.2447 -0.4895 -3.5832 -0.02 0.01 -0.03
N 0.3215 -1.0255 -2.4942 0.02 -0.09 0.07
C 0.9332 -2.2221 -2.6353 0.01 -0.02 -0.04
C 0.9675 -2.8857 -3.8513 -0.02 0.03 -0.01
C 1.6182 -2.7810 -1.4305 0.03 -0.01 0.02
C 2.2418 -4.0209 -1.4461 -0.01 0.02 0.04
C 2.9317 -4.4508 -0.3173 0.01 0.07 0.01
Br 3.7780 -6.1082 -0.3096 -0.01 0.00 0.00
C 2.9959 -3.6161 0.7930 -0.03 -0.01 -0.04
C 2.3263 -2.4112 0.7307 0.04 -0.03 -0.02
N 1.6348 -1.9987 -0.3374 -0.06 0.04 0.03
H -0.7284 -0.5881 -5.6669 0.00 -0.01 -0.02
H -0.7121 0.4793 -3.4594 0.01 0.00 0.00
H 1.4672 -3.8353 -3.9584 0.00 -0.01 -0.01
H 2.2092 -4.6618 -2.3132 0.01 0.00 0.00
H 3.5467 -3.8977 1.6788 0.01 -0.01 0.01
H 2.3487 -1.7407 1.5837 0.00 0.01 -0.01
C 4.4613 0.7893 -1.2839 0.00 0.06 -0.04
C 3.2612 1.5172 -0.7775 -0.05 -0.15 0.03
O 2.3649 0.9053 -0.1388 0.04 0.17 0.05
N 3.1259 2.8098 -1.0288 0.06 -0.01 -0.02
C 2.0145 3.5961 -0.5091 0.01 0.03 0.07
C 0.7830 3.6352 -1.3913 -0.02 0.01 -0.03
C 0.5282 4.7861 -2.1228 0.01 -0.02 0.02
C -0.6166 4.8756 -2.8993 0.01 0.01 0.00
C -1.4859 3.7985 -2.9151 0.01 -0.04 0.03
C -1.1578 2.6874 -2.1608 0.01 0.02 -0.08
N -0.0525 2.5766 -1.4110 0.08 0.03 0.06
H 4.7201 0.0015 -0.5813 0.02 0.00 0.00
H 5.3171 1.4414 -1.4445 -0.01 0.01 0.00
H 4.1980 0.3266 -2.2380 0.02 -0.03 0.01
H 3.8750 3.2846 -1.5114 -0.02 0.01 -0.02
H 2.3756 4.6126 -0.3663 -0.01 -0.01 0.00
H 1.7701 3.1985 0.4766 -0.01 0.00 -0.04
H 1.2221 5.6145 -2.0747 0.00 0.01 0.00
H -0.8258 5.7698 -3.4708 -0.01 0.01 -0.01
H -2.3991 3.8143 -3.4926 -0.01 0.00 -0.01
H -1.8299 1.8348 -2.1653 0.01 -0.01 0.02



80
Properties=species:S:1:pos:R:3:forces:R:3 method="wB97M-V/def2-TZVPD" smiles="O=C1OC[C@@H](F)O1.O=C1OC[C@@H](F)O1.O=C1OC[C@@H](F)O1.c1cc[nH]c1.c1cc[nH]c1.c1cc[nH]c1.c1cc[nH]c1.c1cc[nH]c1" e_tot_ha=-2375.97158 charge=0
N 3.9028 0.3676 1.9149 1.33 0.32 -0.55
C 4.7477 1.3079 1.3873 -0.63 1.24 -0.44
C 5.9750 0.7571 1.1730 0.74 1.01 -0.51
C 5.9421 -0.5735 1.5805 -1.70 -0.61 0.98
C 4.6368 -0.7621 2.0628 0.48 -1.15 0.00
H 2.9360 0.4640 2.1781 -0.01 0.18 0.07
H 4.4638 2.3263 1.1365 -0.27 -0.36 0.23
H 6.8137 1.3132 0.7548 -0.26 -0.29 0.13
H 6.7410 -1.2890 1.5751 0.03 -0.16 0.02
H 4.1396 -1.6082 2.5138 0.27 -0.19 -0.12
N -1.8958 5.6902 0.0920 -0.74 0.01 -0.61
C -2.4587 4.4834 0.4440 1.09 0.38 0.45
C -1.6373 3.9527 1.4103 -0.52 -1.18 0.65
C -0.5647 4.8501 1.6669 -0.55 0.70 -0.41
C -0.7762 5.9268 0.8322 -0.34 0.05 -0.50
H -2.2057 6.3121 -0.6594 0.09 -0.56 0.65
H -3.3907 4.1149 0.0865 -0.31 -0.04 -0.44
H -1.8581 3.0012 1.9331 0.32 0.81 -0.41
H 0.1681 4.8122 2.4425 0.32 -0.20 0.13
H -0.3337 6.8811 0.6220 0.70 -0.01 0.44
N 0.5996 3.2100 -1.0967 -1.12 -0.54 -0.25
C 0.1956 2.4537 -2.1762 0.40 -0.91 -0.25
C 1.3050 1.6617 -2.6104 -2.17 2.02 0.43
C 2.3650 2.1019 -1.8125 2.12 -0.95 0.68
C 1.8760 2.9260 -0.8267 1.64 0.02 -0.64
H -0.0156 3.6704 -0.4351 -0.05 0.06 -0.28
H -0.8492 2.5201 -2.4835 0.50 -0.25 -0.04
H 1.2845 0.9154 -3.3784 0.08 0.08 -0.37
H 3.4573 1.8523 -1.8914 -1.43 -0.03 0.12
H 2.4596 3.3467 -0.0451 -0.05 0.53 0.53
N 3.1848 1.0522 4.7080 -0.37 -0.31 0.04
C 2.6908 2.2434 4.1998 0.07 -1.33 0.49
C 1.3956 1.9808 3.7872 0.53 0.98 -0.62
C 1.1341 0.5927 3.9273 0.37 0.56 0.82
C 2.2182 0.0782 4.5720 1.13 -0.06 -0.16
H 4.1508 0.8332 4.9725 -0.82 0.44 -0.22
H 3.3633 3.0835 4.1927 -0.40 0.31 -0.08
H 0.7275 2.7418 3.4139 -0.02 -0.14 -0.14
H 0.2506 0.0440 3.7077 -0.59 -0.12 -0.08
H 2.4184 -0.9165 4.9062 0.03 -0.35 0.06
N -3.5266 -3.3439 4.1946 0.04 -0.44 -0.42
C -3.5639 -2.4066 5.1815 -0.52 -0.42 0.90
C -3.6039 -1.1584 4.6370 0.88 -0.63 -0.82
C -3.4325 -1.3745 3.2279 -0.99 0.32 -0.34
C -3.4764 -2.7157 2.9728 0.36 0.12 0.76
H -3.6458 -4.3362 4.3403 0.17 0.31 -0.03
H -3.5905 -2.7284 6.2135 -0.09 0.13 -0.09
H -3.6612 -0.2478 5.1922 0.06 0.34 0.01
H -3.4815 -0.6792 2.4130 0.16 0.49 0.03
H -3.4472 -3.2357 2.0358 -0.02 -0.18 -0.06
C -3.6882 -3.4428 -3.6071 0.75 0.17 -0.54
C -4.9444 -4.2492 -3.6207 0.29 -0.25 -0.05
O -5.6857 -3.6856 -4.6644 -0.34 -1.20 0.32
C -5.3087 -2.4065 -4.7781 -1.02 2.10 -2.45
O -5.9161 -1.6044 -5.4547 1.01 -1.09 1.38
O -4.1438 -2.2033 -4.1771 0.60 0.15 0.47
F -5.5785 -3.9502 -2.4707 -1.02 -0.58 1.09
H -3.0077 -3.9418 -4.2969 0.45 0.35 -0.08
H -3.2200 -3.2358 -2.6321 -0.44 -0.23 -0.40
H -4.8254 -5.3374 -3.7813 -0.31 0.58 0.26
C 1.9062 -3.3806 -4.9104 -0.31 1.40 -0.91
C 1.4917 -2.3573 -3.8716 0.30 1.03 -0.56
O 0.6228 -1.5017 -4.5732 -0.40 -0.28 0.42
C 0.8193 -1.6158 -5.9314 0.18 0.75 0.69
O 0.3209 -0.8967 -6.7270 -0.02 -0.27 -0.05
O 1.7154 -2.5708 -6.1403 -0.14 -1.91 0.10
F 2.6155 -1.5910 -3.5560 -0.53 -0.45 0.46
H 1.2834 -4.2737 -4.8167 0.01 0.10 -0.69
H 2.9581 -3.5808 -4.9767 0.37 -0.40 0.66
H 0.9559 -2.6926 -2.9775 0.49 0.02 -0.07
C -0.0169 0.0582 0.1159 0.09 0.52 -0.09
C 0.6151 -1.1934 -0.3980 0.80 -0.03 -0.91
O -0.4219 -1.8237 -1.0611 -0.22 -1.63 -0.62
C -1.6050 -1.2315 -0.8260 -2.27 -1.21 -0.23
O -2.6910 -1.6758 -1.1343 1.72 0.39 0.08
O -1.4233 -0.1214 -0.1750 0.60 1.44 1.37
F 1.0921 -1.9703 0.6401 -0.30 0.09 -0.41
H 0.3115 0.9566 -0.3830 0.13 0.04 -0.18
H 0.2473 0.1143 1.1605 -0.71 0.18 0.57
H 1.3933 -1.0879 -1.1619 0.31 0.21 0.63



71
Properties=species:S:1:pos:R:3:forces:R:3 method="wB97M-V/def2-TZVPD" smiles="CCCOc1cccc([C@H]2/C(=C(/O)c3ccc4c(c3)C[C@H](C)O4)C(=O)C(=O)N2CCN2CCOCC2)c1" e_tot_ha=-1686.43349 charge=0
C -2.9765 -3.9794 3.3189 0.17 0.11 -0.12
C -1.9079 -3.1546 2.6147 -0.09 0.27 -0.01
C -2.2327 -1.6605 2.6775 -0.11 -0.45 0.13
O -1.2405 -0.8606 2.0656 0.20 0.20 -0.16
C -1.1969 -0.7503 0.7119 0.08 0.08 -0.17
C -2.0941 -1.3175 -0.1870 -0.10 -0.09 0.40
C -1.9365 -1.0983 -1.5462 0.12 0.12 -0.16
C -0.9044 -0.3182 -2.0297 0.02 -0.06 0.03
C -0.0014 0.2528 -1.1389 -0.19 -0.06 0.28
C -0.1526 0.0343 0.2189 -0.08 -0.09 -0.08
H 0.5396 0.4608 0.9297 0.12 0.09 0.10
C 1.0802 1.1912 -1.6367 0.21 -0.25 0.16
N 0.4591 2.4642 -1.9740 0.22 -0.09 -0.13
C 0.4469 2.7587 -3.2963 -0.17 0.50 0.10
O -0.1030 3.7101 -3.8049 -0.01 0.00 -0.16
C 1.2952 1.6941 -3.9661 0.48 -0.67 -0.16
O 1.6062 1.6506 -5.1551 -0.14 0.21 0.11
C 1.7225 0.7860 -2.9353 0.04 0.07 -0.24
C 2.7023 -0.1423 -3.1954 -0.28 0.31 -0.06
O 3.1779 -0.2665 -4.4270 -0.01 0.06 -0.02
H 2.7169 0.3941 -5.0189 -0.04 -0.04 0.22
C 3.3608 -0.9945 -2.2037 0.18 -0.19 -0.05
C 4.7098 -1.3097 -2.3938 -0.16 0.09 -0.01
C 5.4094 -2.0890 -1.4918 0.11 -0.18 0.24
C 4.7262 -2.5746 -0.3885 -0.62 0.33 -0.26
C 3.3693 -2.2945 -0.2030 0.39 -0.14 0.13
C 2.6817 -1.5110 -1.0943 0.20 0.07 -0.20
H 1.6287 -1.3337 -0.9628 -0.08 -0.02 0.03
C 2.9181 -2.9916 1.0457 -0.03 -0.15 -0.06
H 2.1882 -3.7711 0.8199 -0.01 0.00 0.05
H 2.4663 -2.3013 1.7589 -0.02 -0.03 0.06
C 4.2427 -3.5787 1.5855 -0.32 -0.08 0.72
C 4.6890 -2.9195 2.8860 0.07 -0.22 -0.42
H 5.6665 -3.2964 3.1747 0.08 -0.01 0.08
H 4.7579 -1.8422 2.7517 -0.02 0.13 0.01
H 3.9771 -3.1375 3.6774 -0.09 -0.01 0.10
H 4.1823 -4.6639 1.7259 -0.01 0.17 -0.08
O 5.2452 -3.3534 0.5791 0.40 0.00 -0.25
H 6.4520 -2.3189 -1.6370 0.14 -0.01 -0.03
H 5.2130 -0.9178 -3.2637 0.05 0.01 -0.07
C -0.2918 3.2232 -1.0053 -0.40 0.21 -0.09
H -0.0059 2.8877 -0.0082 0.03 0.03 -0.02
H -0.0275 4.2786 -1.1119 0.00 -0.07 0.10
C -1.8092 3.0735 -1.2064 0.12 -0.01 0.05
N -2.5303 3.5574 -0.0442 -0.01 0.04 -0.08
C -2.6673 2.5402 0.9835 -0.14 0.19 0.32
C -3.3238 3.1576 2.2175 0.30 -0.28 -0.04
H -3.4895 2.4005 2.9862 0.08 0.04 -0.02
O -4.5868 3.6978 1.9122 -0.16 -0.08 0.04
C -4.4708 4.6695 0.8986 -0.03 0.10 -0.40
C -3.8454 4.0853 -0.3684 -0.11 0.15 0.31
H -3.7365 4.8730 -1.1156 -0.05 -0.01 -0.02
H -4.5101 3.2999 -0.7700 0.01 0.05 -0.02
H -5.4822 5.0281 0.7007 0.08 0.04 -0.02
H -3.8470 5.5034 1.2531 -0.06 -0.03 -0.05
H -2.6668 3.9462 2.6142 -0.03 -0.08 0.01
H -1.6830 2.1558 1.2528 0.00 -0.06 0.03
H -3.2845 1.6941 0.6269 0.07 0.01 0.01
H -2.0926 3.6646 -2.0786 0.00 -0.06 0.02
H -2.0478 2.0188 -1.4206 -0.01 0.10 -0.02
H 1.8268 1.3401 -0.8436 -0.10 -0.02 -0.05
H -0.7980 -0.1456 -3.0898 0.00 -0.01 -0.14
H -2.6392 -1.5424 -2.2352 -0.07 -0.05 -0.05
H -2.9183 -1.9246 0.1511 -0.06 -0.08 0.08
H -2.2451 -1.3301 3.7202 -0.08 -0.04 -0.12
H -3.2191 -1.4576 2.2436 0.05 0.03 0.03
H -0.9376 -3.3178 3.0878 0.04 0.03 -0.05
H -1.8236 -3.4674 1.5719 0.06 0.01 0.00
H -3.9464 -3.8332 2.8486 -0.14 -0.03 -0.01
H -2.7291 -5.0366 3.2729 -0.05 -0.10 0.04
H -3.0564 -3.6893 4.3639 -0.06 -0.02 0.14